Record 1
The following is a DFT calculation (ωB97M-V with the def2-TZVPD basis set) of an isolated molecule of H2N2O4S.

* E_LUMO: -0.0098 Eh
* relative energy (zero: lowest compared OMol25 entry of this formula, charge and spin): 108.3 kcal/mol
* total energy: -22030.4956 eV
* Kohn-Sham gap: 9.7 eV

```
! wB97M-V def2-TZVPD RIJCOSX def2/J DEFGRID3
* xyz 0 1
N 2.17 -0.76 -0.07
N -1.56 -0.85 -0.03
O 3.28 -0.76 0.32
O 1.84 0.55 -0.41
O -1.68 1.50 0.36
O 0.49 0.56 -0.84
S -0.68 0.25 0.49
H -1.26 -1.74 -0.24
H -2.61 1.25 0.42
*
```

***

Record 2
The following is a DFT calculation (ωB97M-V with the def2-TZVPD basis set) of a cluster of 13 separate species, C11H48N22O13 in total.

* E_LUMO: 0.0107 Eh
* relative energy (zero: lowest compared OMol25 entry of this formula, charge and spin): 0.0 kcal/mol
* total energy: -71599.6901 eV
* Kohn-Sham gap: 9.7 eV

```
! wB97M-V def2-TZVPD RIJCOSX def2/J DEFGRID3
* xyz 0 1
O -2.28 -3.00 -2.89
H -1.61 -3.62 -3.14
H -2.41 -2.43 -3.69
O -4.01 -1.80 -0.71
H -3.71 -2.08 -1.59
H -4.36 -0.83 -0.87
C 3.50 -2.41 -0.47
O 3.32 -2.96 -1.62
N 2.83 -1.29 -0.20
N 4.47 -2.87 0.45
H 3.13 -0.61 0.49
H 2.19 -1.05 -0.95
H 4.06 -2.86 1.42
H 4.74 -3.78 0.21
C -2.81 -2.77 2.23
O -2.24 -3.10 3.27
N -2.70 -3.54 1.08
N -3.40 -1.59 2.10
H -2.42 -4.50 1.18
H -3.19 -3.26 0.23
H -3.99 -1.43 1.30
H -3.66 -1.19 3.03
C 0.03 3.80 0.00
O -0.04 3.42 1.16
N -1.05 3.92 -0.81
N 1.23 4.03 -0.67
H -0.98 4.35 -1.75
H -2.00 3.92 -0.49
H 2.07 3.72 -0.14
H 1.29 4.28 -1.64
C -1.81 0.98 4.14
O -3.04 0.86 3.91
N -1.09 2.16 4.00
N -1.15 -0.13 4.63
H -1.54 2.86 3.39
H -0.13 1.98 3.73
H -0.12 -0.18 4.61
H -1.74 -0.98 4.53
C 2.92 1.33 4.15
O 1.84 1.36 3.52
N 3.64 0.25 4.16
N 3.27 2.34 5.03
H 3.48 -0.66 3.75
H 4.50 0.20 4.70
H 4.25 2.32 5.17
H 3.01 3.26 4.77
C 2.95 -0.85 -4.45
O 2.47 -0.23 -5.43
N 4.09 -0.48 -3.83
N 2.37 -1.91 -3.88
H 4.61 0.30 -4.18
H 4.57 -1.21 -3.37
H 1.58 -2.37 -4.24
H 2.81 -2.23 -3.04
C 1.60 -2.50 2.97
O 2.82 -2.39 2.88
N 0.80 -2.82 2.00
N 0.93 -2.21 4.13
H 1.08 -3.03 1.05
H -0.20 -2.96 2.13
H -0.06 -2.41 4.20
H 1.53 -2.21 4.99
C -0.30 -0.06 -0.20
O 0.60 0.30 -1.00
N -0.48 0.57 0.93
N -1.09 -1.11 -0.38
H -0.12 1.52 1.07
H -1.08 0.17 1.62
H -1.10 -1.53 -1.31
H -1.98 -1.28 0.01
C -1.57 0.11 -4.29
O -2.39 -0.77 -4.56
N -1.58 0.92 -3.13
N -0.43 0.32 -4.98
H -0.78 1.47 -2.96
H -2.30 1.01 -2.53
H 0.19 1.03 -4.61
H -0.10 -0.36 -5.66
C -4.74 1.21 0.52
O -4.82 1.24 -0.74
N -3.82 1.86 1.19
N -5.65 0.45 1.24
H -3.01 2.10 0.60
H -3.65 1.71 2.17
H -6.50 0.16 0.82
H -5.78 0.58 2.25
C 1.85 3.18 -3.96
O 1.52 4.31 -3.65
N 1.37 2.08 -3.30
N 2.70 2.91 -5.01
H 1.90 1.26 -3.48
H 1.38 2.24 -2.29
H 2.77 3.58 -5.73
H 2.79 1.92 -5.28
*
```

***

Record 3
The following is a DFT calculation (ωB97M-V with the def2-TZVPD basis set) of an isolated molecule of C34H71BO5.

* E_LUMO: 0.0256 Eh
* total energy: -47323.6622 eV
* Kohn-Sham gap: 9.9 eV

```
! wB97M-V def2-TZVPD RIJCOSX def2/J DEFGRID3
* xyz 0 1
C 4.14 5.32 1.78
C 4.69 3.96 2.22
C 3.66 3.06 2.89
C 2.36 2.79 2.10
C 1.97 1.31 2.05
C 2.70 0.43 1.02
C 3.59 1.14 -0.02
C 2.81 1.74 -1.20
C 3.62 1.77 -2.51
C 3.50 0.45 -3.30
C 4.66 -0.55 -3.08
C 4.15 -1.99 -2.92
C 3.41 -2.17 -1.60
C 2.30 -3.25 -1.61
C 2.52 -4.34 -0.57
C 2.35 -3.82 0.88
C 1.08 -4.30 1.60
C 0.49 -3.25 2.56
C -0.85 -2.67 2.12
O -1.09 -1.52 2.94
C -2.46 -1.25 3.11
C -2.62 0.18 3.60
O -3.52 0.84 2.74
C -3.93 2.13 3.14
C -3.16 3.22 2.39
C -4.06 4.23 1.64
C -3.87 4.17 0.11
C -5.02 3.47 -0.61
C -4.96 1.94 -0.39
C -4.39 1.12 -1.57
C -3.23 0.20 -1.11
C -2.94 -0.96 -2.05
C -1.99 -0.59 -3.18
O -1.44 -1.72 -3.84
C -2.33 -2.29 -4.76
B -0.81 -2.15 0.61
O -0.01 -1.04 0.33
O -1.54 -2.63 -0.43
C -2.37 -3.78 -0.27
C -2.66 -4.38 -1.63
H 3.21 5.24 1.23
H 4.89 5.82 1.17
H 4.00 5.95 2.66
H 5.47 4.17 2.96
H 5.21 3.47 1.39
H 4.13 2.11 3.18
H 3.40 3.54 3.83
H 1.55 3.30 2.63
H 2.40 3.24 1.11
H 0.89 1.20 1.95
H 2.20 0.91 3.04
H 1.94 -0.10 0.44
H 3.29 -0.35 1.50
H 4.24 1.88 0.44
H 4.24 0.38 -0.44
H 2.44 2.74 -0.96
H 1.94 1.11 -1.37
H 3.23 2.57 -3.13
H 4.67 1.96 -2.32
H 2.55 -0.03 -3.09
H 3.48 0.69 -4.36
H 5.29 -0.52 -3.97
H 5.30 -0.28 -2.25
H 5.00 -2.67 -3.00
H 3.49 -2.20 -3.77
H 2.95 -1.21 -1.37
H 4.11 -2.37 -0.79
H 1.34 -2.74 -1.45
H 2.25 -3.69 -2.60
H 1.87 -5.19 -0.78
H 3.54 -4.69 -0.68
H 3.22 -4.09 1.47
H 2.35 -2.72 0.85
H 0.35 -4.66 0.87
H 1.35 -5.17 2.20
H 0.38 -3.65 3.57
H 1.17 -2.40 2.65
H -1.64 -3.39 2.34
H -2.86 -1.95 3.86
H -3.02 -1.37 2.18
H -2.94 0.22 4.65
H -1.63 0.64 3.55
H -4.99 2.21 2.92
H -3.82 2.27 4.22
H -2.49 2.76 1.67
H -2.52 3.78 3.08
H -3.85 5.25 1.97
H -5.11 4.05 1.88
H -2.95 3.64 -0.13
H -3.76 5.18 -0.29
H -4.94 3.70 -1.68
H -5.98 3.85 -0.26
H -4.37 1.73 0.50
H -5.97 1.58 -0.19
H -4.01 1.79 -2.33
H -5.18 0.49 -1.99
H -3.46 -0.18 -0.12
H -2.34 0.83 -1.01
H -2.46 -1.78 -1.50
H -3.86 -1.37 -2.46
H -2.49 0.05 -3.92
H -1.14 -0.05 -2.76
H -1.88 -3.19 -5.17
H -2.54 -1.60 -5.59
H -3.29 -2.56 -4.32
H 0.90 -1.30 0.18
H -1.91 -4.54 0.36
H -3.31 -3.49 0.20
H -1.73 -4.62 -2.13
H -3.23 -5.30 -1.49
H -3.26 -3.71 -2.24
*
```

***

Record 4
The following is a DFT calculation (ωB97M-V with the def2-TZVPD basis set) of an isolated molecule of C19H21N3O3.

* SMILES: CC(=O)Nc1ccc(OC[C@@H](O)Cn2c(C)nc3ccccc32)cc1
* E_LUMO: 0.0220 Eh
* relative energy (zero: lowest compared OMol25 entry of this formula, charge and spin): 24.7 kcal/mol
* total energy: -30657.7572 eV
* Kohn-Sham gap: 8.8 eV

```
! wB97M-V def2-TZVPD RIJCOSX def2/J DEFGRID3
* xyz 0 1
C 7.29 1.09 0.38
C 6.09 0.43 -0.29
O 6.12 0.01 -1.42
N 5.01 0.36 0.54
C 3.75 -0.19 0.31
C 3.39 -0.76 -0.91
C 2.12 -1.29 -1.07
C 1.19 -1.26 -0.03
O -0.03 -1.81 -0.32
C -1.03 -1.78 0.68
C -2.32 -2.34 0.06
O -3.30 -2.50 1.04
C -2.80 -1.47 -1.12
N -3.30 -0.19 -0.69
C -4.58 0.10 -0.28
C -5.70 -0.86 -0.39
N -4.70 1.32 0.16
C -3.46 1.89 0.05
C -3.03 3.18 0.37
C -1.71 3.49 0.14
C -0.83 2.56 -0.42
C -1.23 1.28 -0.75
C -2.56 0.95 -0.50
C 1.55 -0.69 1.18
C 2.82 -0.16 1.34
H 7.04 2.10 0.67
H 7.59 0.53 1.26
H 8.11 1.12 -0.33
H 5.13 0.75 1.47
H 4.10 -0.79 -1.72
H 1.83 -1.73 -2.01
H -0.74 -2.40 1.54
H -1.20 -0.75 1.03
H -2.11 -3.35 -0.32
H -3.51 -1.64 1.42
H -3.60 -2.00 -1.65
H -1.96 -1.32 -1.80
H -5.46 -1.81 0.08
H -6.57 -0.43 0.08
H -5.93 -1.05 -1.44
H -3.72 3.89 0.79
H -1.34 4.47 0.38
H 0.20 2.84 -0.60
H -0.55 0.57 -1.19
H 0.86 -0.65 2.01
H 3.08 0.29 2.29
*
```

***

Number 1: E_HOMO -0.3652 Ha. Number 2: E_HOMO -0.3442 Ha. Number 3: E_HOMO -0.3393 Ha. Number 4: E_HOMO -0.3005 Ha.